Entry from the Open Molecules 2025 dataset: C14H15N2PS as an isolated structure in a non-equilibrium geometry (the ωB97M-V functional and the def2-TZVPD basis).

energy relative to the best compared isomer or geometry (same formula, charge and spin)	0.0	kJ/mol
HOMO energy	-8.05	eV
E_LUMO	0.0233	hartree

Each line ends with the Mulliken charge.
Atoms and positions in Å:
C1 2.9618 2.4459 -2.8025  -0.43
H1 -2.6724 -0.7691 4.1956  0.28
C2 2.0539 1.7096 -3.6458  -0.49
C3 -0.2014 -1.0339 2.0482  -1.25
H2 1.6065 -2.4740 0.3118  0.28
C4 1.9597 -0.0027 -2.0509  0.45
C5 -0.0343 -1.1376 0.6880  1.20
H3 0.7486 0.0356 -3.9073  0.24
H4 -0.8679 -0.8865 4.6621  0.35
H5 -4.1932 -0.0864 2.7535  0.30
N1 -0.4956 -0.9406 -1.5606  -0.39
C6 2.9948 0.6149 -1.2898  -0.19
H6 -1.6144 0.7370 4.1749  0.28
H7 3.4079 0.1358 -0.4015  0.38
C7 -0.9591 -0.7994 -0.2427  -0.33
C8 -1.5992 -0.3523 4.0139  -1.30
C9 -3.6536 0.5188 1.9156  -1.43
N2 1.2690 -1.5437 0.2299  -0.56
H8 1.6372 2.1477 -4.5449  0.34
P1 1.0814 -1.3849 -1.4317  0.51
H9 3.3795 3.3717 -3.1208  0.37
C10 -1.3697 -0.5996 2.5506  1.18
C11 -2.2082 -0.3818 0.3083  -0.85
H10 -1.0945 -1.5792 -2.0375  0.31
H11 0.6076 -1.2467 2.6627  0.52
H12 -3.4810 1.5453 2.2888  0.23
C12 3.4717 1.8909 -1.6355  -0.51
C13 1.5885 0.4905 -3.3118  -0.45
C14 -2.4303 -0.2362 1.6597  0.53
H13 4.1018 2.4952 -0.9496  0.33
H14 -4.4202 0.5785 1.1615  0.39
S1 1.4268 -3.0356 -2.2311  -0.49
H15 -3.0017 -0.2271 -0.4612  0.21

Entry from the Open Molecules 2025 dataset: one molecule with the formula C14H15N3O2 in a non-equilibrium geometry (the ωB97M-V functional and the def2-TZVPD basis).

energy relative to the best compared isomer or geometry (same formula, charge and spin)	333.2	kJ/mol
HOMO energy	-8.21	eV
E_LUMO	0.0047	hartree
SMILES	C=C(C)C(=O)NC1=NN(c2ccccc2)C(=O)[C@H]1C

Each line ends with the Mulliken charge.
Atoms and positions in Å:
H1 -3.4388 0.8232 1.8209  0.33
H2 -3.6942 2.4097 1.5748  0.45
C1 2.5170 -1.1947 -0.6134  0.04
O1 0.5237 1.2164 2.4132  -0.62
H3 2.1505 -0.5306 1.3320  0.50
C2 0.5635 -5.0784 -3.5987  -0.39
H4 4.0612 0.6274 0.2696  0.42
C3 -0.4016 1.3472 1.6885  0.73
C4 -1.6855 2.7490 3.2091  -0.93
C5 0.6739 0.0120 -0.0917  -0.04
C6 2.1021 -0.0926 0.3713  0.47
O2 3.5914 -1.7828 -0.4868  -0.63
C7 1.6097 -3.8428 -1.6744  -0.41
H5 1.3519 -5.9512 -1.8826  0.34
N1 1.4523 -1.3949 -1.5604  0.58
C8 3.1094 0.9749 0.1505  -1.43
H6 -2.5089 3.3363 3.6593  0.28
C9 -1.6319 2.0072 2.0575  0.55
H7 2.0031 -3.8967 -0.7251  0.49
H8 -2.8302 1.5286 0.3249  0.35
C10 1.3405 -2.6293 -2.3289  0.21
H9 0.2700 -5.9435 -4.1712  0.38
C11 1.1157 -4.9988 -2.2741  -0.67
N2 -0.3708 0.7600 0.4814  -0.04
H10 3.0839 1.9385 0.6908  0.31
H11 -1.2646 0.6097 0.0558  0.25
C12 0.4017 -3.8309 -4.2592  -0.45
C13 0.7892 -2.6816 -3.5661  -0.21
H12 0.7006 -1.8027 -4.1342  0.39
N3 0.4457 -0.5550 -1.2447  -0.78
H13 0.1425 -3.6631 -5.2940  0.35
H14 -0.8310 2.8223 3.8923  0.27
C14 -2.9759 1.6891 1.4009  -1.42
H15 2.8373 1.3565 -0.9088  0.32

Entry from the Open Molecules 2025 dataset: C14H15N3O4PtSSi as an isolated structure (the ωB97M-V functional and the def2-TZVPD basis).

energy relative to the best compared isomer or geometry (same formula, charge and spin)	10.0	kJ/mol
HOMO energy	-1.73	eV
net charge	-2
E_LUMO	0.1819	hartree

Each line ends with the Mulliken charge.
Atoms and positions in Å:
H1 5.7698 -3.8833 2.1104  0.34
H2 1.0749 3.5816 0.6424  0.25
C1 -1.9145 1.5145 -3.8935  0.02
C2 3.8159 -3.7177 1.2357  -0.60
C3 0.4173 3.1252 1.3874  -0.96
H3 -2.3841 4.0402 0.1925  0.33
C4 1.5457 -3.6350 0.2569  0.80
C5 4.8574 -3.3015 2.0455  -0.51
H4 3.4221 -0.4744 3.2276  0.36
Pt1 0.2633 -0.9354 -0.2712  0.64
C6 2.6301 -2.9924 1.1138  0.00
H5 3.8757 -4.6455 0.6817  0.39
N1 -1.6911 2.5372 -4.3882  -0.65
O1 1.6225 -4.8535 0.0814  -0.77
C7 -2.2970 0.2676 -3.3466  0.16
O2 0.6340 -2.9162 -0.2800  -0.66
H6 -5.5182 0.6474 -3.6560  0.24
H7 -2.7960 0.7420 1.3633  0.27
O3 -0.2377 0.9986 -0.4912  -0.53
H8 1.0323 2.5127 2.0502  0.21
H9 -2.4441 2.0755 2.4797  0.36
C8 3.5390 -1.3981 2.6729  -0.78
H10 -0.0449 3.9270 1.9738  0.31
H11 5.4987 -1.7804 3.4344  0.32
S1 1.0730 -0.7495 1.8336  -0.59
N2 -4.5648 0.7999 -3.9405  -0.52
C9 -1.9927 1.3073 1.8420  -1.03
H12 -4.2628 1.7620 -3.9548  0.25
Si1 -0.8828 2.0650 0.5163  0.49
H13 -1.4354 0.6189 2.4803  0.31
N3 -0.4881 -1.1874 -2.2746  -0.62
H14 -1.3976 3.7433 -1.2561  0.29
C10 -3.6909 -0.1302 -3.3721  0.58
H15 -2.7953 2.7329 -0.9357  0.19
O4 -4.1267 -1.1978 -2.9597  -0.70
C11 -1.9665 3.2626 -0.4560  -1.04
C12 -1.3314 -0.5371 -2.7588  0.55
C13 2.4867 -1.7962 1.8300  0.64
C14 4.7042 -2.1302 2.7832  -0.35

Entry from the Open Molecules 2025 dataset: C14H15N5OPdS2 as an isolated structure in a non-equilibrium geometry (the ωB97M-V functional and the def2-TZVPD basis).

HOMO energy (spin up / spin down)	0.34 / 0.30	eV
net charge	-2
E_LUMO (spin up / spin down)	0.1483 / 0.1485	hartree

Each line ends with the Mulliken charge.
Atoms and positions in Å:
H1 0.2543 -0.3945 -3.9397  0.27
H2 -0.9821 -0.3162 -5.6197  0.22
C1 3.1326 -2.4146 1.5816  -1.87
H3 1.2652 0.3689 -1.8504  0.35
H4 2.5509 0.8044 0.4837  0.32
C2 -2.5105 3.5344 1.8532  0.05
H5 -2.3758 0.5709 0.0402  0.38
C3 2.7278 -0.3720 2.9563  -1.54
C4 -2.4845 -0.8483 -4.3390  0.37
C5 -3.3185 1.3095 3.3099  0.04
S1 0.1034 3.0003 1.8777  -0.38
N1 -0.4832 0.4916 -0.7917  -0.23
O1 -3.6717 -1.1151 -4.3742  -0.63
C6 -2.4765 -0.1495 -1.9690  -0.86
C7 -1.5278 2.5971 2.2922  0.35
N2 -1.7323 -0.9828 -5.5128  -0.48
H6 2.9418 -2.9139 0.6276  0.41
N3 -4.4324 1.1440 3.5759  -0.65
C8 -1.8203 0.3065 -0.8504  0.28
C9 3.0495 -0.1675 0.4823  -1.49
H7 -3.5501 -0.2788 -1.9700  0.41
C10 -0.3814 -0.2126 -3.0817  -0.78
H8 -2.3381 -1.0191 -6.3183  0.27
C11 -1.9438 1.4878 3.0111  0.14
H9 2.2661 0.6143 2.9891  0.30
H10 2.7344 -3.0387 2.3837  0.43
C12 0.1937 0.2200 -1.9105  -0.49
H11 2.3111 -0.9676 3.7703  0.36
H12 2.8927 -0.6452 -0.4891  0.22
C13 2.4181 -1.0550 1.5991  2.11
S2 -0.8588 0.2377 3.6161  -0.37
H13 4.2140 -2.2973 1.7160  0.33
Pd1 -0.0872 0.2307 1.3793  -0.08
N4 1.0236 -1.3426 1.3920  -0.90
H14 4.1290 -0.0145 0.6373  0.42
H15 3.8126 -0.2670 3.0967  0.39
N5 -3.2795 4.3167 1.4907  -0.62
C14 -1.7662 -0.4219 -3.1455  0.98

Entry from the Open Molecules 2025 dataset: C14H15NO3V as an isolated structure in a non-equilibrium geometry (the ωB97M-V functional and the def2-TZVPD basis).

energy relative to the best compared isomer or geometry (same formula, charge and spin)	17.0	kJ/mol
spin multiplicity	3
HOMO energy (spin up / spin down)	-2.57 / -4.38	eV
net charge	-1
E_LUMO (spin up / spin down)	0.1145 / 0.1138	hartree

Each line ends with the Mulliken charge.
Atoms and positions in Å:
C1 1.8029 -3.3350 -0.6766  -0.88
H1 3.1090 -1.4203 -2.4281  0.22
V1 1.5349 -1.1741 -0.5350  0.63
H2 -2.9337 2.7233 3.6822  0.37
C2 2.2193 -0.7482 -2.4744  -0.59
O1 -0.4616 -0.1833 0.7713  -0.60
C3 0.0011 -2.6236 0.6005  -0.24
C4 0.6237 -3.3127 -1.4926  -0.54
H3 -1.5062 -2.8726 -1.0199  0.40
O2 0.3587 1.2180 -0.8020  -0.79
H4 2.4247 0.3254 -2.1945  0.26
H5 0.5701 -3.6250 -2.5346  0.74
H6 -3.0452 4.9812 2.6036  0.33
H7 0.2405 -0.3142 -3.2124  0.25
H8 2.8209 -3.6027 -0.9993  0.46
H9 -1.2621 0.0704 2.0225  0.46
N1 2.4658 -0.6412 0.8090  -0.57
H10 -0.8666 3.4132 -0.8060  0.39
H11 0.8890 -1.9784 -3.6680  0.39
H12 -2.0003 5.3312 0.3473  0.35
C5 -1.9664 4.3496 0.8216  -0.57
C6 -0.4705 -2.8886 -0.7014  -0.32
C7 -2.4938 2.9029 2.6965  -0.61
C8 -1.2369 2.0368 0.7660  0.01
H13 3.3205 -0.0517 0.6754  0.11
C9 -1.8451 1.8324 2.0406  0.23
H14 2.0041 -2.9947 1.5610  0.44
O3 -1.8062 0.6508 2.6724  -0.69
C10 -2.5464 4.1548 2.0866  -0.29
C11 -0.4110 0.9554 0.1798  0.98
C12 1.0221 -1.0676 -3.0859  -0.61
C13 1.3856 -2.9792 0.6610  -0.70
H15 -0.6123 -2.4250 1.4632  0.31
C14 -1.3283 3.2923 0.1700  -0.33

Entry from the Open Molecules 2025 dataset: a 2-piece molecular cluster, C14H16 overall in a non-equilibrium geometry (the ωB97M-V functional and the def2-TZVPD basis).

energy relative to the best compared isomer or geometry (same formula, charge and spin)	246.4	kJ/mol
HOMO energy	-8.61	eV
E_LUMO	0.0325	hartree
SMILES	Cc1ccccc1.Cc1ccccc1

Each line ends with the Mulliken charge.
Atoms and positions in Å:
C1 0.3245 -3.3864 0.1592  -0.61
C2 -3.1639 1.6367 0.5406  -0.37
C3 -2.6484 1.6238 1.8281  -0.43
H1 -0.9846 1.9382 3.0268  0.34
H2 0.5873 2.4152 1.1774  0.38
C4 0.1664 -1.0500 0.6546  0.27
H3 1.9058 0.0644 0.3514  0.39
H4 -0.5495 -0.2581 1.0358  0.08
H5 3.9711 -2.5650 -1.3328  0.27
H6 3.3765 -1.2180 -2.2880  0.27
C5 -0.4638 2.1210 0.9478  -0.58
H7 2.1978 -3.9081 -0.5551  0.33
C6 -0.4592 -2.2523 0.4985  -0.42
C7 -1.0238 2.2248 -0.2828  1.03
H8 3.8927 -0.8686 -0.7683  0.37
C8 1.5331 -3.1270 -0.4149  -0.53
H9 -2.7644 2.2921 -1.5661  0.33
H10 -4.2288 1.4006 0.3676  0.37
C9 -0.1482 2.1592 -1.5603  -1.40
H11 -0.6316 1.6867 -2.4288  0.39
C10 1.4856 -0.8811 0.3915  -0.78
H12 -0.1180 -4.3813 0.3028  0.36
H13 -1.5655 -2.2918 0.7903  0.29
C11 -2.4013 2.1290 -0.5031  -0.56
H14 0.1469 3.2946 -1.8545  0.27
H15 -3.3020 1.1665 2.6654  0.26
C12 2.1182 -1.8469 -0.4076  0.96
H16 0.8065 1.6597 -1.5223  0.25
C13 3.2881 -1.6125 -1.2633  -1.28
C14 -1.3476 1.8345 2.0101  -0.25

Entry from the Open Molecules 2025 dataset: a 2-piece molecular cluster, C14H16 overall in a non-equilibrium geometry (the ωB97M-V functional and the def2-TZVPD basis).

energy relative to the best compared isomer or geometry (same formula, charge and spin)	246.0	kJ/mol
HOMO energy	-8.53	eV
E_LUMO	0.0339	hartree
SMILES	Cc1ccccc1.Cc1ccccc1

Each line ends with the Mulliken charge.
Atoms and positions in Å:
C1 0.6183 2.4838 0.4672  0.04
H1 -0.2118 -4.2729 -1.1393  0.29
C2 -0.8055 2.5552 -1.4108  1.09
C3 0.3184 2.6465 -2.2360  -0.66
H2 -2.0932 2.7036 -3.0227  0.33
H3 -0.9965 -1.8386 -1.5951  0.40
H4 2.4577 2.4673 -2.2609  0.50
H5 -1.5382 2.3981 0.5832  0.39
C4 -0.6615 2.5253 0.0161  -0.88
C5 -0.4437 -1.0613 0.3444  0.07
C6 1.5824 2.4828 -1.7498  -0.59
C7 -0.5482 -2.0986 -0.6628  -0.59
H6 -2.7110 3.2991 -1.4472  0.32
H7 -0.4232 0.0136 0.0997  0.30
H8 0.7428 2.6827 1.5733  0.26
H9 0.5852 -4.7636 1.1768  0.25
H10 0.5402 -2.0770 3.7229  0.43
H11 1.9270 -2.7944 2.8824  0.26
H12 0.0474 2.8360 -3.2871  0.23
C8 0.8471 -2.8979 3.1398  -1.40
C9 -0.3190 -1.3971 1.6589  -0.69
C10 -0.2585 -3.4523 -0.3564  -0.35
C11 -2.2400 2.3550 -1.9452  -1.09
C12 1.7800 2.3597 -0.3378  -0.75
H13 0.6317 -3.7713 3.8360  0.33
H14 -0.2345 -0.6988 2.5451  0.24
C13 0.2081 -3.7102 0.8953  -0.52
C14 0.1220 -2.7461 1.8507  0.99
H15 -2.6297 1.3202 -1.8056  0.25
H16 2.7063 2.2277 0.0971  0.54

For reference, calculated total energy by record: -37865.8235, -23324.0895, -49386.8300, -49407.6457, -48080.3393, -14775.2121, -14775.2155 eV.